No. 1
DFT (the ωB97M-V functional and the def2-TZVPD basis) results for a molecular structure, C15H30IIrNOP2.

Calculated values
E = -1803.8196 a.u.
E_LUMO (alpha / beta) = 0.32 / -0.81 eV
Expectation value of S² = 8.81
Spin multiplicity = 6
Largest force on an atom = 6.2 eV/A
Kohn-Sham gap (alpha / beta) = 0.1793 / 0.2038 Ha

Cartesian coordinates (Å):
Ir: -0.101 -0.054 -0.153
P: 0.373 1.019 -2.198
P: -0.953 -1.504 2.164
N: 1.337 0.447 0.774
H: -1.383 1.117 0.288
C: -0.181 2.722 -2.576
H: 0.240 3.073 -3.532
H: 0.153 3.396 -1.782
H: -1.271 2.774 -2.638
C: -0.023 0.081 -3.717
H: 0.300 0.643 -4.603
H: -1.095 -0.116 -3.799
H: 0.505 -0.876 -3.692
C: 2.196 1.176 -2.292
H: 2.488 1.610 -3.254
H: 2.652 0.189 -2.185
H: 2.557 1.817 -1.484
C: -2.120 -0.520 3.196
H: -2.398 -1.141 4.030
H: -3.098 -0.253 2.680
H: -1.690 0.436 3.496
C: -1.864 -2.953 1.674
H: -2.203 -3.419 2.610
H: -1.196 -3.634 1.129
H: -2.757 -2.796 1.033
C: 0.473 -1.863 3.104
H: 0.042 -2.405 3.943
H: 0.943 -0.931 3.388
H: 1.100 -2.480 2.468
C: 2.662 0.691 1.298
C: 4.115 2.173 2.376
C: 2.874 1.954 1.884
C: 3.621 -0.335 1.182
C: 4.846 -0.054 1.698
C: 5.113 1.185 2.295
H: 4.324 3.127 2.836
H: 2.043 2.659 1.907
H: 3.339 -1.271 0.696
H: 5.614 -0.812 1.637
H: 6.106 1.389 2.702
C: -3.079 -0.726 -1.723
O: -1.865 -1.225 -1.382
C: -3.325 0.688 -1.926
H: -4.393 0.880 -1.985
H: -2.863 1.007 -2.863
H: -2.894 1.336 -1.127
C: -4.011 -1.798 -2.000
H: -4.929 -1.683 -1.436
H: -3.570 -2.793 -1.787
H: -4.238 -1.736 -3.055
I: -2.515 -0.212 0.701

---

No. 2
DFT (the ωB97M-V functional and the def2-TZVPD basis) results for 2 unconnected molecules or ions with the total composition C5H14.

Calculated values
E = -198.8205 a.u.
E_LUMO (alpha / beta) = 4.13 / 4.22 eV
Energy relative to the best compared isomer or geometry (same formula, charge and spin) = 31.7 kJ/mol
Expectation value of S² = 0.75
Total charge = -1
Spin multiplicity = 2
Largest force on an atom = 2.4 eV/A
Kohn-Sham gap (alpha / beta) = 0.0975 / 0.4322 Ha

Cartesian coordinates (Å):
C: 1.169 -0.559 3.239
C: 0.495 0.220 2.127
H: 0.498 -0.737 4.079
H: 1.650 -1.493 2.940
H: 2.021 -0.071 3.736
H: -0.450 -0.293 1.839
H: 0.243 1.227 2.472
H: 1.082 0.241 1.204
C: -0.265 0.027 -1.438
C: -0.594 1.441 -1.898
C: -0.860 -1.092 -2.234
H: 0.825 -0.044 -1.344
H: -0.561 -0.115 -0.403
H: -1.649 1.666 -2.073
H: -0.256 -1.490 -3.056
H: -0.077 1.666 -2.831
H: -0.212 2.142 -1.140
H: -0.917 -1.961 -1.544
H: -1.895 -1.075 -2.589

---

No. 3
DFT (the ωB97M-V functional and the def2-TZVPD basis) results for a single C6H9N molecule.

Calculated values
E = -288.5423 a.u.
E_LUMO = 0.41 eV
Energy relative to the best compared isomer or geometry (same formula, charge and spin) = 629.5 kJ/mol
Spin multiplicity = 1
Largest force on an atom = 1.4 eV/A
Kohn-Sham gap = 0.2990 Ha

Cartesian coordinates (Å):
C: 2.756 0.816 0.459
C: 1.968 -0.101 -0.129
C: 1.121 -0.732 -0.953
C: -0.321 -1.091 -0.795
N: -1.041 -0.514 0.335
C: -2.434 -0.167 0.101
C: -1.395 0.886 0.201
H: 2.796 1.827 0.083
H: 2.631 -1.001 -0.278
H: 3.466 0.510 1.225
H: -0.746 -0.752 -1.762
H: -0.482 -2.181 -0.791
H: -3.116 -0.353 0.927
H: -2.860 -0.349 -0.887
H: -1.125 1.400 -0.723
H: -1.296 1.487 1.101

---

No. 4
DFT (the ωB97M-V functional and the def2-TZVPD basis) results for a molecular structure, CH2F3NS.

Calculated values
E = -791.6838 a.u.
E_LUMO = 0.00 eV
Energy relative to the best compared isomer or geometry (same formula, charge and spin) = 386.9 kJ/mol
Spin multiplicity = 1
Largest force on an atom = 4.1 eV/A
Kohn-Sham gap = 0.3418 Ha

Cartesian coordinates (Å):
C: -1.010 0.505 0.979
N: 0.194 0.197 0.765
F: 0.872 -0.207 1.840
F: 1.119 -1.717 -2.566
F: 0.859 0.673 -1.875
S: 0.980 -0.876 -1.121
H: -1.546 0.463 1.817
H: -1.467 0.963 0.161

---

No. 5
DFT (the ωB97M-V functional and the def2-TZVPD basis) results for a single C5H5NO molecule.

Calculated values
E = -323.2930 a.u.
E_LUMO = -0.13 eV
Energy relative to the best compared isomer or geometry (same formula, charge and spin) = 595.0 kJ/mol
Spin multiplicity = 1
Structure (SMILES) = C1=COC2=N[C@@H]2C1
Largest force on an atom = 1.3 eV/A
Kohn-Sham gap = 0.3257 Ha

Cartesian coordinates (Å):
O: -0.964 0.205 -1.691
C: -0.831 1.132 -0.644
C: 0.417 1.179 -0.093
C: 0.531 0.202 1.079
C: 0.490 -0.996 0.093
C: -0.536 -0.927 -0.903
N: -1.058 -1.890 -0.323
H: -1.748 1.225 -0.057
H: 1.232 1.053 -0.813
H: -0.353 0.208 1.726
H: 1.447 0.226 1.679
H: 1.372 -1.618 -0.053

---

No. 6
DFT (the ωB97M-V functional and the def2-TZVPD basis) results for a molecular structure, C24H18AsF5N3O8RuS3.

Calculated values
E = -5716.1170 a.u.
E_LUMO (alpha / beta) = 2.69 / 2.69 eV
Energy relative to the best compared isomer or geometry (same formula, charge and spin) = 356.0 kJ/mol
Expectation value of S² = 0.80
Total charge = -2
Spin multiplicity = 2
Largest force on an atom = 6.1 eV/A
Kohn-Sham gap (alpha / beta) = 0.1316 / 0.1311 Ha

Cartesian coordinates (Å):
Ru: -0.494 -0.630 0.257
O: -0.228 3.117 -5.884
N: 0.721 2.391 -5.629
O: 1.640 2.262 -6.435
C: 0.779 1.663 -4.408
C: 1.864 0.830 -4.250
C: 2.025 0.030 -3.113
C: 3.177 -0.751 -2.869
C: 3.245 -1.499 -1.727
C: 2.177 -1.477 -0.820
N: 1.092 -0.758 -1.034
C: 0.998 -0.010 -2.145
C: -0.137 0.859 -2.277
N: -1.055 0.825 -1.278
C: -1.971 1.771 -1.234
C: -2.084 2.748 -2.215
C: -1.229 2.743 -3.289
C: -0.217 1.768 -3.359
H: 2.607 0.819 -5.033
H: 3.996 -0.720 -3.578
H: 4.113 -2.101 -1.499
H: 2.222 -2.019 0.116
H: -2.626 1.782 -0.380
H: -2.842 3.512 -2.113
H: -1.309 3.482 -4.065
O: 0.045 -0.456 4.376
As: 1.490 -0.181 3.387
O: 2.739 -0.855 4.198
O: 1.274 -0.793 1.869
C: 1.721 1.761 3.540
C: 2.565 2.204 4.551
C: 2.764 3.561 4.754
C: 2.119 4.490 3.945
C: 1.275 4.056 2.935
C: 1.083 2.697 2.742
S: 0.052 2.122 1.405
O: -0.686 3.283 0.934
O: 0.977 1.591 0.414
O: -0.810 1.083 2.005
H: -0.705 -0.321 3.770
H: 3.056 1.451 5.158
H: 3.427 3.896 5.544
H: 2.282 5.550 4.104
H: 0.743 4.743 2.290
C: -1.234 -5.387 1.125
C: -0.993 -4.123 0.335
S: -0.092 -2.901 1.168
C: -1.464 -3.968 -0.911
C: -2.217 -5.076 -1.609
S: -1.301 -2.487 -1.785
H: -0.747 -5.297 2.095
H: -0.843 -6.275 0.618
H: -2.308 -5.529 1.286
H: -1.758 -6.050 -1.421
H: -2.236 -4.889 -2.683
H: -3.248 -5.111 -1.239
F: -2.187 -1.202 2.549
C: -2.406 -0.948 1.192
F: -3.023 -2.124 0.775
C: -3.623 -0.003 1.213
F: -4.615 -0.488 2.010
F: -3.402 1.246 1.643
F: -4.174 0.095 -0.023

---

No. 7
DFT (the ωB97M-V functional and the def2-TZVPD basis) results for a molecular structure, C46H58BrO8S4SeW.

Calculated values
E = -9025.0215 a.u.
E_LUMO = 1.13 eV
Energy relative to the best compared isomer or geometry (same formula, charge and spin) = 0.0 kJ/mol
Total charge = -1
Spin multiplicity = 1
Largest force on an atom = 1.1 eV/A
Kohn-Sham gap = 0.2321 Ha

Cartesian coordinates (Å):
W: -3.078 -0.588 1.640
C: -3.361 3.359 1.327
O: -2.644 2.185 0.952
C: -1.378 2.397 0.482
C: -1.174 2.324 -0.881
C: -2.365 2.029 -1.753
C: -2.469 0.613 -2.277
C: -2.612 0.520 -3.659
C: -2.637 -0.676 -4.359
C: -2.419 -1.815 -3.605
C: -2.270 -1.787 -2.222
C: -1.832 -3.077 -1.577
C: -0.458 -2.911 -0.981
C: 0.691 -2.671 -1.727
C: 1.904 -2.388 -1.111
C: 1.940 -2.311 0.286
C: 0.816 -2.558 1.058
C: 0.778 -2.500 2.563
C: 0.740 -1.115 3.180
C: 1.725 -0.859 4.127
C: 1.886 0.366 4.760
C: 1.051 1.383 4.336
C: 0.055 1.192 3.380
C: -0.625 2.434 2.856
C: -0.349 2.603 1.383
C: 0.910 2.870 0.870
C: 1.158 2.882 -0.503
C: 0.108 2.564 -1.363
C: 2.534 3.311 -1.015
C: 2.751 2.936 -2.483
C: 3.655 2.673 -0.185
C: 2.636 4.838 -0.886
C: -0.181 -0.091 2.857
O: -1.163 -0.294 1.932
C: 2.981 0.555 5.807
C: 2.967 1.960 6.409
C: 2.780 -0.454 6.947
C: 4.354 0.322 5.160
C: -0.351 -2.903 0.394
O: -1.467 -3.177 1.133
C: -1.657 -4.558 1.389
C: 3.189 -2.162 -1.908
C: 3.713 -0.747 -1.641
C: 2.972 -2.311 -3.414
C: 4.249 -3.183 -1.472
C: -2.400 -0.577 -1.518
O: -2.351 -0.578 -0.147
C: -2.827 -0.686 -5.872
C: -2.854 -2.106 -6.440
C: -1.673 0.077 -6.539
C: -4.157 -0.004 -6.224
H: -3.776 3.843 0.438
H: -2.699 4.058 1.841
H: -4.171 3.051 1.983
H: -2.321 2.683 -2.625
H: -3.273 2.285 -1.212
H: -2.700 1.452 -4.206
H: -2.341 -2.782 -4.088
H: -1.811 -3.846 -2.352
H: -2.534 -3.387 -0.809
H: 0.610 -2.674 -2.808
H: 2.869 -2.061 0.791
H: 1.672 -2.992 2.951
H: -0.083 -3.065 2.915
H: 2.400 -1.673 4.371
H: 1.169 2.385 4.729
H: -0.228 3.291 3.405
H: -1.693 2.391 3.032
H: 1.719 3.054 1.571
H: 0.267 2.523 -2.435
H: 2.628 1.863 -2.646
H: 3.764 3.211 -2.786
H: 2.057 3.461 -3.143
H: 3.583 1.587 -0.199
H: 3.629 2.997 0.857
H: 4.628 2.960 -0.594
H: 1.850 5.330 -1.464
H: 3.606 5.191 -1.250
H: 2.527 5.147 0.156
H: 2.002 2.189 6.867
H: 3.178 2.724 5.656
H: 3.734 2.035 7.182
H: 1.813 -0.303 7.430
H: 3.566 -0.337 7.699
H: 2.813 -1.482 6.581
H: 4.515 1.021 4.336
H: 4.437 -0.691 4.760
H: 5.151 0.462 5.895
H: -0.815 -4.963 1.961
H: -1.750 -5.117 0.453
H: -2.570 -4.651 1.969
H: 2.980 -0.002 -1.956
H: 4.645 -0.569 -2.186
H: 3.907 -0.595 -0.579
H: 2.251 -1.581 -3.790
H: 2.615 -3.311 -3.673
H: 3.918 -2.146 -3.936
H: 4.504 -3.066 -0.416
H: 5.165 -3.052 -2.056
H: 3.888 -4.203 -1.618
H: -1.904 -2.622 -6.280
H: -3.034 -2.067 -7.517
H: -3.648 -2.704 -5.986
H: -0.714 -0.387 -6.298
H: -1.638 1.115 -6.203
H: -1.794 0.077 -7.626
H: -4.994 -0.525 -5.755
H: -4.309 -0.005 -7.307
H: -4.176 1.032 -5.881
S: -4.786 0.740 0.261
S: -6.417 -0.462 0.048
S: -5.408 -2.080 -0.748
S: -4.362 -2.602 0.943
Br: -2.735 -2.275 3.616
O: -4.672 0.175 5.295
Se: -4.760 0.613 3.776
O: -4.932 -0.673 2.693
O: -3.171 0.797 3.062
O: -5.625 1.903 3.436

---

No. 8
DFT (the ωB97M-V functional and the def2-TZVPD basis) results for a molecular structure, C33H34F16NO32S2.

Calculated values
E = -6134.7754 a.u.
E_LUMO = 1.42 eV
Total charge = -1
Spin multiplicity = 1
Largest force on an atom = 1.1 eV/A
Kohn-Sham gap = 0.3086 Ha

Cartesian coordinates (Å):
C: 2.164 4.193 -0.968
C: 3.664 3.931 -1.142
O: 4.332 3.811 0.098
C: 3.946 2.798 -2.108
S: 3.395 1.167 -1.664
O: 1.968 1.197 -1.851
O: 3.799 0.827 -0.325
N: 4.164 0.139 -2.648
S: 3.898 0.329 -4.194
O: 3.218 1.525 -4.615
O: 5.079 0.010 -4.938
C: 2.777 -1.081 -4.639
F: 2.885 -1.366 -5.947
F: 3.223 -2.154 -3.944
C: 1.290 -0.923 -4.253
F: 0.707 -2.110 -4.590
F: 1.199 -0.767 -2.928
C: 0.455 0.183 -4.968
F: 0.410 1.305 -4.243
F: -0.812 -0.274 -5.113
F: 0.935 0.442 -6.190
H: 1.688 3.864 -1.874
H: 1.759 3.670 -0.117
H: 2.025 5.257 -0.891
H: 4.071 4.804 -1.638
H: 3.748 4.129 0.778
H: 4.981 2.806 -2.412
H: 3.374 3.031 -2.987
C: 2.717 -2.271 -0.447
C: 3.783 -1.660 0.427
O: 4.529 -2.808 0.830
C: 4.404 -3.740 -0.157
O: 5.081 -4.707 -0.253
O: 3.398 -3.414 -0.993
F: 3.256 -1.071 1.539
H: 1.859 -2.608 0.136
H: 2.382 -1.599 -1.229
H: 4.435 -0.948 -0.079
C: -2.115 2.749 -0.793
C: -2.880 3.829 -1.518
O: -2.446 5.013 -0.864
C: -1.180 4.757 -0.389
O: -0.405 5.559 -0.005
O: -0.926 3.445 -0.423
F: -4.235 3.710 -1.357
H: -2.635 2.420 0.109
H: -1.868 1.885 -1.405
H: -2.658 3.902 -2.583
C: 1.032 -4.068 3.342
C: 0.375 -5.425 3.387
O: -0.862 -5.187 2.733
C: -0.663 -4.156 1.851
O: -1.405 -3.881 0.975
O: 0.495 -3.521 2.125
F: 0.133 -5.833 4.662
H: 0.736 -3.445 4.183
H: 2.117 -4.114 3.300
H: 0.915 -6.212 2.859
C: -7.301 6.200 -0.148
C: -7.201 4.991 -1.048
O: -8.247 5.222 -1.981
C: -8.424 6.571 -2.073
O: -9.033 7.115 -2.924
O: -7.796 7.199 -1.049
F: -7.447 3.837 -0.380
H: -8.023 6.042 0.654
H: -6.346 6.496 0.277
H: -6.254 4.902 -1.579
C: -3.618 -7.199 3.848
C: -2.745 -8.424 3.714
O: -3.609 -9.461 4.145
C: -4.890 -9.066 3.882
O: -5.828 -9.780 3.887
O: -4.925 -7.740 3.608
F: -1.662 -8.376 4.529
H: -3.577 -6.783 4.856
H: -3.378 -6.421 3.129
H: -2.412 -8.632 2.696
C: 2.393 5.140 -7.148
C: 3.886 5.056 -6.931
O: 4.023 5.507 -5.597
C: 2.862 5.205 -4.943
O: 2.732 5.188 -3.773
O: 1.888 4.899 -5.834
F: 4.569 5.892 -7.761
H: 2.095 6.137 -7.478
H: 2.017 4.400 -7.849
H: 4.302 4.051 -7.016
C: 0.273 -2.863 8.977
C: -0.730 -3.209 7.899
O: -0.026 -2.876 6.717
C: 1.306 -3.014 6.978
O: 2.146 -3.061 6.153
O: 1.518 -3.103 8.312
F: -1.853 -2.454 7.983
H: 0.206 -1.812 9.260
H: 0.183 -3.483 9.864
H: -1.013 -4.262 7.864
C: 2.191 2.439 4.679
C: 1.604 1.055 4.840
O: 0.420 1.137 4.069
C: 0.631 2.075 3.091
O: -0.048 2.225 2.142
O: 1.729 2.812 3.381
F: 1.275 0.791 6.138
H: 1.785 3.130 5.421
H: 3.277 2.454 4.724
H: 2.229 0.252 4.458
C: -2.259 -3.131 -2.158
C: -3.353 -2.819 -3.154
O: -3.509 -1.418 -3.005
C: -2.309 -0.921 -2.587
O: -2.007 0.221 -2.600
O: -1.506 -1.916 -2.162
F: -4.522 -3.437 -2.845
H: -2.663 -3.307 -1.160
H: -1.636 -3.972 -2.448
H: -3.098 -3.043 -4.191